# 1
This record from the Open Molecules 2025 dataset describes a molecular structure, C13H36B3BrN2O11P2. The level of theory is ωB97M-V with the def2-TZVPD basis set.

Each line ends with the Löwdin charge.
Positions of all 68 atoms, in Å:
1 O -3.663 -1.299 -7.268  -0.47
2 P -2.858 -0.980 -6.056  0.76
3 B -3.901 -1.423 -4.477  -0.57
4 O -4.252 -2.758 -4.305  0.22
5 B -3.919 -3.090 -3.005  -1.00
6 Br -2.613 -4.441 -2.632  0.97
7 O -4.453 -2.305 -2.003  0.25
8 B -3.962 -1.022 -2.267  -0.58
9 C -3.054 -0.327 -1.191  -0.04
10 P -1.632 0.508 -1.912  0.43
11 O -1.513 0.302 -3.366  -0.26
12 O -0.343 -0.018 -1.154  -0.11
13 O -1.677 2.045 -1.485  -0.11
14 O -4.251 -0.495 -3.513  0.26
15 H -1.705 -1.792 -5.947  0.02
16 H -2.410 0.350 -5.979  0.01
17 H -3.607 0.328 -0.517  0.11
18 H -2.640 -1.109 -0.552  0.10
19 H 0.137 -0.591 -1.763  0.10
20 H -2.423 2.441 -1.953  0.10
21 C 2.092 -7.278 1.338  -0.12
22 O 0.989 -6.795 2.079  -0.19
23 C 1.341 -6.065 3.248  -0.22
24 C 1.001 -4.598 3.099  -0.22
25 N 1.875 -3.948 2.131  -0.05
26 C 1.464 -2.599 1.754  -0.20
27 C 0.125 -2.427 1.044  -0.23
28 O 0.083 -2.976 -0.262  -0.20
29 C -0.223 -4.360 -0.342  -0.13
30 H 1.703 -7.948 0.573  0.09
31 H 2.638 -6.468 0.841  0.08
32 H 2.784 -7.837 1.974  0.09
33 H 2.397 -6.202 3.497  0.12
34 H 0.748 -6.476 4.070  0.12
35 H 1.117 -4.104 4.068  0.12
36 H -0.057 -4.535 2.810  0.11
37 H 1.914 -4.516 1.295  0.07
38 H 2.238 -2.202 1.092  0.12
39 H 1.464 -1.972 2.651  0.12
40 H -0.034 -1.354 0.916  0.10
41 H -0.717 -2.798 1.642  0.11
42 H -0.902 -4.678 0.452  0.10
43 H 0.682 -4.974 -0.323  0.08
44 H -0.719 -4.500 -1.305  -0.05
45 C 3.187 7.432 1.120  -0.12
46 O 1.900 7.374 0.538  -0.19
47 C 1.842 6.652 -0.687  -0.22
48 C 1.071 5.360 -0.525  -0.22
49 N 1.808 4.401 0.288  -0.05
50 C 1.036 3.227 0.686  -0.20
51 C -0.182 3.436 1.579  -0.23
52 O 0.118 3.871 2.891  -0.18
53 C 0.283 5.268 3.049  -0.10
54 H 3.139 8.136 1.949  0.09
55 H 3.503 6.459 1.512  0.08
56 H 3.932 7.786 0.402  0.09
57 H 2.843 6.466 -1.084  0.12
58 H 1.310 7.284 -1.403  0.12
59 H 0.894 4.923 -1.512  0.12
60 H 0.096 5.612 -0.085  0.11
61 H 2.136 4.868 1.123  0.07
62 H 1.722 2.560 1.216  0.12
63 H 0.718 2.698 -0.217  0.10
64 H -0.662 2.460 1.697  0.12
65 H -0.930 4.092 1.118  0.11
66 H -0.350 5.834 2.360  0.09
67 H 1.326 5.568 2.914  0.07
68 H -0.002 5.520 4.070  0.09

Its total energy is -130224.126 eV. The value obtained for the gap between HOMO and LUMO is 8.67 eV. Its LUMO energy is 0.0 eV. As for the energy relative to the best compared isomer or geometry (same formula, charge and spin): 0.280 eV. The HOMO energy is -8.71 eV.



# 2
This record from the Open Molecules 2025 dataset describes 2 unconnected molecules or ions with the total composition C13H36BBrINO6PSi2. The level of theory is ωB97M-V with the def2-TZVPD basis set.

Each line ends with the Löwdin charge.
Positions of all 62 atoms, in Å:
1 C 1.516 -4.621 -1.666  -0.10
2 O 2.107 -4.727 -2.946  -0.18
3 C 1.258 -4.294 -3.990  -0.22
4 C 1.403 -2.796 -4.230  -0.18
5 C 0.274 -2.153 -5.041  -0.24
6 C 0.054 -0.673 -4.679  -0.27
7 Si -0.334 -0.421 -2.872  0.60
8 O -1.175 -1.765 -2.285  -0.48
9 Si -2.736 -2.103 -2.095  -0.58
10 Br -3.841 -1.896 -3.977  0.40
11 I -3.753 -0.627 -0.444  0.51
12 P -2.829 -4.247 -1.333  0.54
13 O -1.624 -4.604 -0.540  -0.49
14 B 1.282 -0.340 -1.619  -0.68
15 O 2.429 0.315 -1.980  0.12
16 O 1.145 -0.861 -0.342  0.09
17 H 0.899 -3.714 -1.575  0.06
18 H 2.323 -4.595 -0.935  0.09
19 H 0.857 -5.471 -1.463  0.09
20 H 1.543 -4.865 -4.876  0.13
21 H 0.209 -4.538 -3.763  0.12
22 H 2.364 -2.607 -4.716  0.13
23 H 1.471 -2.321 -3.242  0.07
24 H 0.498 -2.233 -6.107  0.12
25 H -0.656 -2.714 -4.887  0.09
26 H 0.958 -0.097 -4.909  0.09
27 H -0.751 -0.244 -5.282  0.08
28 H -1.231 0.753 -2.685  0.01
29 H -3.097 -4.998 -2.498  -0.02
30 H -4.082 -4.310 -0.688  -0.02
31 H 3.262 -0.172 -1.983  0.12
32 H 0.980 -1.808 -0.243  0.10
33 C -1.076 1.517 4.889  -0.05
34 C -0.369 1.379 3.557  -0.15
35 N -0.873 2.304 2.463  -0.27
36 C -2.325 2.021 2.236  -0.01
37 C -0.177 1.948 1.158  -0.15
38 C 1.326 2.121 1.072  -0.03
39 C -0.775 3.775 2.797  -0.07
40 C 0.556 4.362 3.225  -0.20
41 O 0.971 3.799 4.442  -0.20
42 C 2.340 4.040 4.746  -0.06
43 H -2.118 1.203 4.851  0.08
44 H -0.567 0.855 5.590  0.10
45 H -1.001 2.525 5.290  0.08
46 H -0.498 0.376 3.148  0.14
47 H 0.690 1.576 3.668  0.11
48 H -2.446 0.959 2.036  0.06
49 H -2.665 2.596 1.378  0.11
50 H -2.893 2.305 3.116  0.11
51 H -0.679 2.534 0.387  0.14
52 H -0.430 0.900 0.993  0.12
53 H 1.638 3.130 0.815  0.08
54 H 1.650 1.463 0.269  0.06
55 H 1.858 1.796 1.965  0.09
56 H -1.506 3.957 3.584  0.14
57 H -1.112 4.298 1.900  0.15
58 H 0.351 5.435 3.343  0.15
59 H 1.324 4.265 2.457  0.11
60 H 2.667 5.007 4.357  0.10
61 H 2.976 3.254 4.329  0.09
62 H 2.439 4.049 5.828  0.10

Its total energy is -131703.805 eV. Its charge is +1. The value obtained for the gap between HOMO and LUMO is 9.22 eV. Its LUMO energy is -2.2 eV. The HOMO energy is -11.45 eV.